DFT (ωB97M-V/def2-TZVPD) results for a structure of composition C6H10OSi.

Last column: Löwdin charge in e.
Geometry (Å):
1 C -3.083 0.684 -0.141  -0.053
2 C -1.819 1.041 -0.755  -0.089
3 C -2.802 -0.376 0.675  -0.123
4 C -0.931 0.149 -0.295  -0.374
5 C 1.543 0.499 -2.197  -0.242
6 C 2.018 -0.178 1.002  -0.228
7 O -1.512 -0.745 0.571  -0.033
8 Si 0.994 0.010 -0.416  0.787
9 H -3.919 1.282 -0.261  0.076
10 H -1.528 1.897 -1.459  0.137
11 H -3.428 -0.952 1.337  0.123
12 H 2.620 0.145 -2.356  0.036
13 H 0.963 -0.160 -2.848  0.001
14 H 1.463 1.608 -2.590  0.068
15 H 2.406 -2.271 3.688  0.047
16 H 1.699 -0.259 1.955  -0.137
17 H 3.038 -0.687 0.904  0.000
18 H 2.276 -1.688 3.186  0.003

HOMO level, eV: -8.07
Frontier orbital gap, eV: 8.383
Energy above the lowest of the compared OMol25 structures with the same formula, charge and spin, kJ/mol: 370.84
E_tot, eV: -16305.45782


DFT (ωB97M-V/def2-TZVPD) results for a cluster of 2 separate species, C6H10S in total.

Last column: Löwdin charge in e.
Geometry (Å):
1 C -1.085 1.873 2.108  -0.060
2 C -0.435 0.746 1.793  -0.449
3 C 1.010 0.719 -1.247  -0.193
4 C 0.518 0.273 -2.575  -0.194
5 C 0.817 -0.708 -1.569  -0.233
6 C -0.829 -2.106 1.759  -0.374
7 S 0.141 -0.787 2.127  0.905
8 H -1.158 2.653 1.404  0.029
9 H -1.651 2.040 3.010  0.050
10 H 2.037 0.909 -1.120  0.088
11 H 0.325 1.240 -0.652  0.053
12 H -0.419 0.639 -2.963  0.101
13 H 1.375 0.386 -3.294  0.113
14 H 1.695 -1.459 -1.447  0.136
15 H -1.800 -2.119 1.972  -0.055
16 H -0.097 -1.220 -1.114  0.101
17 H -0.442 -3.081 1.809  -0.017

HOMO level (alpha / beta), eV: -7.76 / -7.89
Frontier orbital gap (alpha / beta), eV: 7.670 / 7.926
Energy above the lowest of the compared OMol25 structures with the same formula, charge and spin, kJ/mol: 623.25
E_tot, eV: -17213.16379


DFT (ωB97M-V/def2-TZVPD) results for a cluster of 3 separate species, C6H10S2 in total.

Last column: Löwdin charge in e.
Geometry (Å):
1 C -1.497 2.020 -3.654  0.141
2 C -1.464 1.662 -2.510  -0.286
3 C -0.873 1.674 -1.261  -0.633
4 S -1.567 2.718 -0.159  0.700
5 H -1.851 1.954 -4.642  0.044
6 H -0.107 0.943 -1.014  0.028
7 C 0.093 -0.396 1.575  0.000
8 C 0.989 -0.932 2.406  -0.306
9 C 0.928 -1.255 3.777  -0.153
10 H 0.343 -0.131 0.585  0.006
11 H -0.873 -0.041 1.859  0.046
12 H 1.923 -1.218 1.908  0.102
13 H 1.028 -2.393 3.789  0.097
14 H -0.163 -1.062 4.159  0.113
15 H 1.727 -0.878 4.484  0.094
16 S 1.043 -0.967 -3.530  0.503
17 H 0.203 -1.695 -4.256  -0.221
18 H 0.117 -0.003 -3.515  -0.274

HOMO level, eV: -9.09
Frontier orbital gap, eV: 7.709
Energy above the lowest of the compared OMol25 structures with the same formula, charge and spin, kJ/mol: 437.46
Structure (SMILES): C#CC=S.C=CC.S
E_tot, eV: -28049.80623


DFT (ωB97M-V/def2-TZVPD) results for an isolated molecule of C6H11BrO4.

Last column: Löwdin charge in e.
Geometry (Å):
1 C 0.830 1.370 -0.091  -0.472
2 C 1.840 0.504 -0.686  -0.551
3 C -0.574 0.567 0.102  -0.227
4 C 0.197 -1.719 0.159  -0.339
5 C -0.220 -2.224 -1.222  0.007
6 C -1.545 1.357 1.008  -0.228
7 O -0.504 -0.694 0.775  -0.040
8 O 0.461 2.511 -0.815  -0.050
9 O 1.260 -2.295 0.873  -0.040
10 O -2.805 0.795 1.050  -0.005
11 Br 3.286 -0.150 0.332  0.749
12 H 1.160 1.640 1.034  0.168
13 H 1.636 0.153 -1.721  0.076
14 H -1.103 0.573 -0.866  0.159
15 H -0.133 -3.268 -1.227  0.061
16 H 0.471 -1.894 -1.951  0.054
17 H -1.230 -1.884 -1.472  0.097
18 H -1.616 2.277 0.590  0.087
19 H -1.110 1.467 2.020  0.142
20 H 1.285 2.862 -1.322  0.154
21 H 1.191 -1.994 1.822  0.129
22 H -2.777 0.048 1.607  0.067

HOMO level (alpha / beta), eV: -6.63 / -7.90
Frontier orbital gap (alpha / beta), eV: 6.208 / 8.520
Energy above the lowest of the compared OMol25 structures with the same formula, charge and spin, kJ/mol: 340.95
E_tot, eV: -84628.06764


DFT (ωB97M-V/def2-TZVPD) results for an isolated molecule of C6H11BrO5.

Last column: Löwdin charge in e.
Geometry (Å):
1 C 0.761 0.589 0.989  -0.222
2 C -0.587 1.104 0.076  -0.240
3 C 1.461 -0.616 0.432  -0.263
4 C -1.831 -1.107 -0.232  -0.542
5 C 1.529 -1.964 1.006  -0.037
6 C -0.183 1.403 -1.360  -0.264
7 O -1.638 0.218 0.151  -0.109
8 O 0.142 0.394 2.219  -0.012
9 O 2.143 -0.370 -0.745  0.040
10 O -3.027 -1.434 0.272  -0.041
11 O 0.571 2.594 -1.336  -0.088
12 Br -2.080 -1.225 -2.316  0.538
13 H 1.267 1.566 0.935  0.157
14 H -0.650 2.054 0.535  0.139
15 H 2.476 -2.208 1.374  0.058
16 H 1.319 -2.741 0.141  0.137
17 H 0.989 -1.891 1.916  0.067
18 H -1.187 1.673 -2.024  0.152
19 H 0.375 0.661 -2.016  0.110
20 H -0.617 -0.149 2.348  0.086
21 H 2.078 -1.147 -1.280  0.091
22 H -3.485 -0.742 0.771  0.126
23 H 0.176 3.337 -1.853  0.114

HOMO level (alpha / beta), eV: -8.65 / -6.86
Frontier orbital gap (alpha / beta), eV: 9.141 / 5.546
Energy above the lowest of the compared OMol25 structures with the same formula, charge and spin, kJ/mol: 417.68
E_tot, eV: -86674.16753


DFT (ωB97M-V/def2-TZVPD) results for a structure of composition C6H11CaN2O6.

Last column: Löwdin charge in e.
Geometry (Å):
1 Ca 0.325 -0.905 0.773  1.407
2 O 3.775 -1.451 1.455  0.034
3 C 2.572 -1.666 1.552  -0.627
4 O 1.842 -2.091 0.582  -0.250
5 C 1.810 -1.413 2.877  -0.617
6 O 2.348 -1.575 3.964  0.033
7 O 0.596 -1.025 2.719  -0.225
8 C -0.398 0.832 -2.126  -0.063
9 C 0.662 1.365 -1.150  -0.564
10 C 2.042 0.841 -1.550  -0.055
11 O 0.396 1.010 0.160  -0.392
12 H -0.142 1.081 -3.156  0.072
13 H -1.372 1.267 -1.899  0.069
14 H -0.458 -0.253 -2.022  0.074
15 H 0.670 2.475 -1.224  0.129
16 H 2.023 -0.250 -1.516  0.075
17 H 2.775 1.182 -0.820  0.085
18 H 2.321 1.180 -2.548  0.072
19 N -3.765 -0.617 0.237  0.136
20 C -2.402 -0.380 0.405  -0.693
21 N -2.012 0.820 0.779  0.138
22 O -1.624 -1.299 0.114  -0.147
23 H -4.401 -0.109 0.831  0.083
24 H -3.991 -1.595 0.130  0.092
25 H -2.702 1.536 0.945  0.097
26 H -0.891 1.040 0.487  0.040

HOMO level, eV: -4.83
Frontier orbital gap, eV: 7.562
Energy above the lowest of the compared OMol25 structures with the same formula, charge and spin, kJ/mol: 210.79
E_tot, eV: -40109.52047
Net charge: -1


DFT (ωB97M-V/def2-TZVPD) results for a cluster of 2 separate species, C6H11Cl in total.

Last column: Löwdin charge in e.
Geometry (Å):
1 C -1.085 -0.298 -0.519  0.112
2 C -2.601 0.411 0.842  -0.518
3 C 0.748 -1.008 0.886  -0.062
4 C 0.649 1.375 0.420  -0.051
5 C 1.143 -0.171 -1.494  -0.086
6 C 0.316 0.038 -0.185  -0.672
7 Cl -4.116 0.084 0.224  0.546
8 H -1.593 -0.685 -1.365  0.043
9 H -2.379 -0.183 1.740  -0.014
10 H 0.040 -0.725 1.616  0.054
11 H 1.804 -1.066 1.217  0.099
12 H 0.532 -1.991 0.473  0.079
13 H 1.510 1.216 1.055  0.086
14 H 0.885 2.178 -0.281  0.096
15 H -0.110 1.668 1.001  0.025
16 H 0.698 0.356 -2.397  0.096
17 H 2.213 0.045 -1.375  0.073
18 H 1.347 -1.244 -1.858  0.096

HOMO level (alpha / beta), eV: -8.51 / -8.40
Frontier orbital gap (alpha / beta), eV: 8.691 / 7.828
Energy above the lowest of the compared OMol25 structures with the same formula, charge and spin, kJ/mol: 624.72
E_tot, eV: -18916.08612


DFT (ωB97M-V/def2-TZVPD) results for a cluster of 6 separate species, C6H11Cl13 in total.

Last column: Löwdin charge in e.
Geometry (Å):
1 C -19.545 20.045 9.565  -1.450
2 Cl -18.597 18.736 10.279  0.502
3 Cl -21.313 19.902 9.973  0.523
4 Cl -19.360 19.961 7.746  0.484
5 H -19.131 20.962 9.985  -0.031
6 C -10.984 19.896 7.979  -1.081
7 Cl -10.714 18.444 7.024  0.539
8 Cl -11.875 21.076 7.024  0.534
9 H -11.415 19.527 8.910  -0.049
10 H -10.027 20.328 8.272  0.040
11 C -11.784 16.199 10.048  -0.959
12 Cl -10.753 17.425 10.871  0.515
13 Cl -12.590 15.207 11.304  0.528
14 H -12.606 16.724 9.561  -0.038
15 H -11.209 15.536 9.401  0.045
16 C -16.273 14.454 11.891  -1.012
17 Cl -16.762 15.423 13.299  0.508
18 Cl -16.474 15.515 10.502  0.496
19 H -15.267 14.045 11.983  0.007
20 H -16.847 13.532 11.793  0.043
21 C -16.215 22.218 11.607  -0.861
22 Cl -17.585 23.396 11.378  0.554
23 Cl -16.273 21.173 10.139  0.599
24 H -15.278 22.749 11.771  0.049
25 H -16.334 21.648 12.529  0.048
26 C -15.590 18.273 8.156  -0.890
27 Cl -14.065 18.912 8.855  0.771
28 Cl -15.577 18.147 6.361  0.626
29 H -15.724 17.261 8.538  -0.003
30 H -16.341 18.968 8.532  -0.038

HOMO level (alpha / beta), eV: -13.46 / -13.45
Spin multiplicity: 2
Frontier orbital gap (alpha / beta), eV: 10.244 / 2.897
Energy above the lowest of the compared OMol25 structures with the same formula, charge and spin, kJ/mol: 0.00
E_tot, eV: -169180.59204
Net charge: +1


DFT (ωB97M-V/def2-TZVPD) results for a cluster of 2 separate species, C6H11ClN2 in total.

Last column: Löwdin charge in e.
Geometry (Å):
1 C -2.313 3.296 -1.459  -0.044
2 C -2.509 1.773 -1.580  -0.150
3 N -2.417 1.155 -0.285  -0.086
4 C -3.264 1.346 0.806  0.009
5 C -2.807 0.595 1.899  0.069
6 N -1.654 -0.101 1.383  -0.101
7 C -1.501 0.278 0.081  -0.008
8 C -0.819 -0.916 2.209  0.013
9 H -2.886 3.621 -0.590  0.067
10 H -2.656 3.785 -2.371  0.088
11 H -1.300 3.599 -1.195  0.086
12 H -1.639 1.339 -2.074  0.129
13 H -3.516 1.487 -1.883  0.141
14 H -4.023 2.115 0.805  0.134
15 H -3.073 0.599 2.945  0.139
16 H -0.764 -0.205 -0.543  0.172
17 H -1.205 -0.722 3.209  0.108
18 H 0.215 -0.574 2.159  0.113
19 H -1.080 -1.925 1.891  0.119
20 Cl -3.667 -5.015 7.646  -1.000

HOMO level, eV: -4.94
Frontier orbital gap, eV: 3.415
Energy above the lowest of the compared OMol25 structures with the same formula, charge and spin, kJ/mol: 257.34
E_tot, eV: -21899.82183


DFT (ωB97M-V/def2-TZVPD) results for a structure of composition C6H11ClN5.

Last column: Löwdin charge in e.
Geometry (Å):
1 C 0.953 -0.154 0.035  0.001
2 C 0.070 0.300 -1.046  -0.141
3 C 0.065 0.380 -2.399  -0.327
4 C -0.893 0.516 0.065  0.020
5 C -0.147 0.641 2.399  -0.223
6 C -0.165 -0.572 3.233  -0.630
7 N 0.164 -1.695 0.190  -0.156
8 N -0.984 -1.748 0.311  0.124
9 N 0.030 0.505 0.993  -0.044
10 N 1.089 -0.243 -3.126  0.135
11 N -1.007 0.765 -3.207  0.153
12 Cl 1.298 -1.485 3.122  0.646
13 H 1.969 -0.283 0.308  0.136
14 H -1.980 0.611 0.292  0.170
15 H 0.761 1.137 2.741  0.130
16 H -1.035 1.203 2.763  0.159
17 H -0.959 -1.330 3.003  0.085
18 H -0.308 -0.298 4.290  0.095
19 H 0.765 -2.547 0.061  0.178
20 H 1.919 -0.507 -2.597  0.106
21 H 1.343 0.324 -3.965  0.133
22 H -1.716 1.255 -2.745  0.079
23 H -1.175 0.447 -4.218  0.171

HOMO level (alpha / beta), eV: -10.02 / -12.59
Spin multiplicity: 3
Frontier orbital gap (alpha / beta), eV: 6.309 / 6.960
Energy above the lowest of the compared OMol25 structures with the same formula, charge and spin, kJ/mol: 0.00
E_tot, eV: -26359.75200
Net charge: +1